Run one
{
  "formula": "C4H8INS",
  "method": "wB97M-V/def2-TZVPD",
  "homo_ev": -8.625,
  "multiplicity": 1,
  "smiles": "C=C(C)I.NC=S",
  "homo_lumo_gap_ev": 9.03,
  "species": ["C", "C", "C", "C", "N", "S", "I", "H", "H", "H", "H", "H", "H", "H", "H"],
  "positions_angstrom": [[-1.720, 1.402, 1.159], [0.878, -1.504, 0.684], [0.584, -0.796, -1.635], [1.096, -0.620, -0.260], [-0.673, 2.275, 1.117], [-2.444, 0.548, -0.073], [2.374, 0.986, -0.024], [-2.000, 1.310, 2.245], [1.266, -1.516, 1.786], [0.218, -2.453, 0.565], [-0.017, 2.101, 1.839], [-0.028, 0.089, -1.908], [0.128, -1.851, -1.809], [1.399, -0.986, -2.338], [-0.291, 2.442, 0.213]]
}

---

Run two
{
  "formula": "C4H8INS",
  "method": "wB97M-V/def2-TZVPD",
  "homo_ev": -8.965,
  "multiplicity": 1,
  "smiles": "C/N=C/S.C=CI",
  "homo_lumo_gap_ev": 9.70,
  "species": ["C", "C", "C", "C", "N", "S", "I", "H", "H", "H", "H", "H", "H", "H", "H"],
  "positions_angstrom": [[-1.990, -0.940, -0.937], [3.308, 0.571, 0.639], [-2.514, 1.381, -0.618], [3.248, -0.430, 1.493], [-1.985, 0.082, -0.166], [-1.155, -2.256, -0.246], [1.811, -0.644, 2.937], [-2.246, -0.900, -2.029], [4.211, 0.795, 0.186], [2.538, 1.297, 0.658], [-1.365, -3.128, -1.277], [-3.646, 1.621, -0.255], [-2.532, 1.587, -1.718], [-1.796, 2.118, -0.087], [4.114, -1.152, 1.421]]
}

---

Stability check: which of them is most stable? run one.

---

Run one
{
  "formula": "C7H11NO3S",
  "method": "wB97M-V/def2-TZVPD",
  "homo_ev": -7.784,
  "multiplicity": 1,
  "smiles": "CNC1=CC=C[C@H](S(=O)(=O)O)C1",
  "homo_lumo_gap_ev": 8.38,
  "species": ["C", "C", "C", "C", "C", "C", "C", "N", "O", "O", "O", "S", "H", "H", "H", "H", "H", "H", "H", "H", "H", "H", "H"],
  "positions_angstrom": [[-1.191, -1.901, 0.191], [-0.020, -2.153, -0.411], [-1.392, -0.687, 1.013], [0.931, -1.067, -0.565], [-0.063, 0.000, 1.526], [0.796, 0.048, 0.249], [2.569, 1.478, -0.657], [1.666, 1.088, 0.414], [-1.751, 1.911, 0.447], [-1.309, 0.505, -1.474], [-3.375, 0.145, -0.288], [-2.056, 0.582, -0.102], [-1.951, -2.580, 0.224], [0.006, -3.032, -1.018], [-2.218, -0.636, 1.709], [1.699, -1.096, -1.331], [-0.343, 0.933, 1.922], [0.469, -0.441, 2.354], [2.302, 1.150, -1.701], [2.573, 2.589, -0.439], [3.569, 1.091, -0.565], [1.016, 1.780, 0.699], [-1.930, 0.292, -2.196]]
}

---

Run two
{
  "formula": "C7H11NO3S",
  "method": "wB97M-V/def2-TZVPD",
  "homo_ev": -9.229,
  "multiplicity": 1,
  "smiles": "CN[C@@]1(S(=O)(=O)O)C=CC=CC1",
  "homo_lumo_gap_ev": 9.78,
  "species": ["C", "C", "C", "C", "C", "C", "C", "N", "O", "O", "O", "S", "H", "H", "H", "H", "H", "H", "H", "H", "H", "H", "H"],
  "positions_angstrom": [[-2.219, 0.372, 1.029], [-2.006, -0.926, 0.290], [-1.418, 1.401, 0.951], [-0.928, -1.135, -0.431], [-0.227, 1.402, 0.084], [0.301, -0.021, -0.342], [1.105, -0.546, 1.906], [1.436, -0.415, 0.461], [0.151, 0.248, -3.158], [2.284, 0.698, -2.086], [1.366, -1.603, -2.285], [0.940, -0.238, -2.096], [-3.192, 0.349, 1.541], [-2.795, -1.604, 0.339], [-1.845, 2.349, 1.344], [-0.605, -1.897, -1.104], [-0.521, 2.019, -0.857], [0.741, 1.689, 0.590], [-0.055, -0.838, 1.919], [1.668, -1.336, 2.490], [1.393, 0.331, 2.463], [1.939, -1.196, -0.015], [2.489, 0.897, -3.032]]
}

---

Stability check: which of them is most stable? run one.

---

Run one
{
  "formula": "C3H5FN2",
  "method": "wB97M-V/def2-TZVPD",
  "homo_ev": -8.766,
  "multiplicity": 1,
  "smiles": "C=C=N.C=NF",
  "homo_lumo_gap_ev": 9.81,
  "species": ["C", "C", "C", "N", "N", "F", "H", "H", "H", "H", "H"],
  "positions_angstrom": [[-1.806, -0.444, -0.181], [2.277, -0.910, 1.177], [-0.997, -0.304, -1.161], [-2.352, -0.623, 0.913], [1.822, -0.130, 0.266], [1.915, -0.583, -1.019], [2.247, -0.615, 2.214], [2.512, -1.917, 0.864], [-3.321, -1.017, 1.102], [-0.982, 0.613, -1.722], [-0.419, -1.040, -1.501]]
}

---

Run two
{
  "formula": "C3H5FN2",
  "method": "wB97M-V/def2-TZVPD",
  "homo_ev": -8.996,
  "multiplicity": 1,
  "smiles": "[H]/N=C(N)\\C=C/F",
  "homo_lumo_gap_ev": 9.87,
  "species": ["C", "C", "C", "H", "H", "H", "H", "H", "N", "N", "F"],
  "positions_angstrom": [[-0.805, 0.093, -0.010], [0.306, -0.860, 0.029], [1.592, -0.568, 0.010], [-1.313, 2.030, -0.027], [0.454, 1.741, -0.032], [-2.121, -1.216, -0.066], [-0.029, -1.908, 0.102], [2.447, -1.240, 0.070], [-0.519, 1.437, 0.081], [-2.057, -0.206, -0.079], [2.044, 0.698, -0.078]]
}

---

Run three
{
  "formula": "C3H5FN2",
  "method": "wB97M-V/def2-TZVPD",
  "homo_ev": -10.634,
  "multiplicity": 1,
  "smiles": "C/C=N/F.C#N",
  "homo_lumo_gap_ev": 11.85,
  "species": ["C", "C", "C", "N", "N", "F", "H", "H", "H", "H", "H"],
  "positions_angstrom": [[0.440, 0.877, -0.372], [2.286, -2.289, -0.009], [-1.005, 1.193, 0.025], [1.229, -1.948, -0.243], [1.253, 0.666, 0.589], [2.507, 0.319, 0.190], [0.583, 0.626, -1.353], [3.180, -2.783, 0.041], [-1.422, 2.190, -0.480], [-1.640, 0.387, -0.230], [-0.974, 1.290, 1.068]]
}

---

Stability check: which of them is most stable? run two.

---

Run one
{
  "formula": "C3H5FN2",
  "method": "wB97M-V/def2-TZVPD",
  "homo_ev": -9.489,
  "multiplicity": 1,
  "homo_lumo_gap_ev": 10.34,
  "species": ["C", "C", "C", "N", "N", "F", "H", "H", "H", "H", "H"],
  "positions_angstrom": [[-1.507, 0.244, -0.203], [1.423, -0.219, -0.280], [0.339, 0.557, 0.397], [-2.308, -0.200, 0.659], [1.674, -1.387, 0.088], [0.451, 1.858, 0.178], [-1.652, 0.471, -1.260], [1.988, 0.449, -0.953], [0.438, 0.284, 1.506], [-3.218, -0.097, 0.293], [2.373, -1.961, -0.426]]
}

---

Run two
{
  "formula": "C3H5FN2",
  "method": "wB97M-V/def2-TZVPD",
  "homo_ev": -9.649,
  "multiplicity": 1,
  "homo_lumo_gap_ev": 9.24,
  "species": ["C", "C", "C", "N", "N", "F", "H", "H", "H", "H", "H"],
  "positions_angstrom": [[0.799, 0.656, 1.578], [0.050, -0.564, -1.384], [-0.363, 0.004, 1.302], [1.867, 1.059, 1.646], [-0.828, 0.274, -0.630], [-0.564, 1.651, -0.819], [0.920, 0.009, -1.614], [0.346, -1.354, -0.758], [-0.459, -0.914, -2.284], [-0.472, -1.139, 1.080], [-1.296, 0.318, 1.884]]
}

---

Stability check: which of them is most stable? run one.